Record 1
Formula: C24H22IrN5O5Se
Source: the OMol25 dataset
Level of theory: ωB97M-V/def2-TZVPD

```
58
Properties=species:S:1:pos:R:3:forces:R:3
Ir -0.493 0.189 1.430 1.284 0.893 0.978
O -3.536 0.959 4.567 -0.154 0.113 0.035
C -2.816 0.752 3.484 0.086 -0.094 -0.098
O -1.912 -0.062 3.430 -0.129 0.025 0.162
C -3.212 1.584 2.310 0.038 0.016 0.006
C -4.211 2.517 2.419 0.019 0.011 0.062
C -4.554 3.258 1.276 -0.069 0.082 0.002
C -3.940 2.974 0.097 0.055 -0.031 -0.137
C -2.931 1.972 0.038 0.015 -0.003 0.288
N -2.527 1.329 1.179 -0.052 -0.192 -0.548
C -2.350 1.608 -1.178 -0.024 0.093 0.045
O -2.576 2.134 -2.362 -0.049 0.094 -0.197
O -1.474 0.598 -1.176 0.006 -0.306 -0.018
H -3.241 0.378 5.285 0.077 -0.023 -0.064
H -4.703 2.672 3.367 -0.017 0.005 -0.018
H -5.306 4.033 1.332 -0.017 -0.038 -0.012
H -4.233 3.504 -0.801 -0.028 0.061 0.058
H -3.175 2.890 -2.324 0.033 0.001 -0.004
N 3.795 -1.766 -8.477 -0.048 0.050 0.047
C 3.124 -1.415 -7.613 0.000 0.010 -0.021
C 2.288 -1.005 -6.514 0.048 -0.020 0.033
C 0.967 -0.626 -6.738 -0.004 -0.011 -0.072
C 0.161 -0.278 -5.670 -0.045 -0.009 0.049
C 0.668 -0.309 -4.372 0.010 0.045 0.064
C 2.001 -0.667 -4.154 -0.070 0.056 -0.043
C 2.808 -1.010 -5.222 0.036 -0.029 0.001
C -0.162 0.034 -3.249 0.311 -0.164 -0.185
C -0.789 0.290 -2.267 -0.298 0.265 0.214
H 0.582 -0.611 -7.748 -0.026 -0.009 0.019
H -0.868 0.013 -5.832 0.011 -0.014 -0.028
H 2.393 -0.664 -3.147 0.036 -0.014 -0.001
H 3.844 -1.282 -5.068 -0.023 -0.024 0.029
C 0.097 -2.516 3.466 -0.063 0.081 0.179
C 0.854 -1.261 3.718 -0.042 -0.218 -0.044
N 0.848 -0.161 2.984 -0.409 0.006 -1.234
C 1.687 0.762 3.582 0.098 -0.100 0.027
C 2.206 0.201 4.697 -0.083 -0.076 0.012
N 1.669 -1.068 4.768 0.135 0.139 0.014
H -0.494 -2.418 2.559 0.044 -0.089 -0.029
H -0.571 -2.731 4.301 -0.029 0.045 -0.018
H 0.774 -3.362 3.353 -0.018 0.018 -0.028
H 1.863 1.741 3.183 -0.004 -0.039 0.049
H 2.885 0.594 5.433 0.000 -0.059 -0.020
H 1.869 -1.752 5.478 -0.027 -0.028 -0.004
Se 0.648 2.172 0.398 -0.399 -1.159 -0.058
C 1.055 3.269 1.795 -0.300 0.351 0.323
N 1.302 3.992 2.661 0.027 -0.084 -0.074
C 1.494 -3.174 0.305 -0.196 0.127 0.004
C 1.316 -1.752 -0.214 0.507 -0.119 0.204
C 2.508 -0.890 0.180 -0.214 0.064 -0.074
O 0.065 -1.242 0.222 -0.113 0.355 0.194
H 2.363 -3.642 -0.159 -0.021 -0.006 0.019
H 0.609 -3.769 0.076 0.037 -0.047 0.024
H 1.638 -3.156 1.387 0.078 -0.065 -0.084
H 1.283 -1.794 -1.309 -0.191 0.068 -0.032
H 2.524 -0.747 1.261 0.123 -0.016 -0.031
H 2.452 0.088 -0.296 0.075 0.008 0.030
H 3.435 -1.376 -0.127 -0.028 0.002 0.003
```
Positions in Å, forces in eV/Å.

Computed properties:
charge: +1
expectation value of S²: 0.82
Kohn-Sham gap (spin up / spin down): 6.03 / 6.76 eV
spin multiplicity: 2



Record 2
Formula: C24H22N2
Source: the OMol25 dataset
Level of theory: ωB97M-V/def2-TZVPD

```
48
Properties=species:S:1:pos:R:3:forces:R:3
C -0.272 0.618 1.976 0.315 0.103 0.201
C 0.707 1.549 1.301 -0.904 1.297 -2.178
C 0.240 3.003 1.361 0.163 0.911 0.842
C 2.146 1.357 1.630 0.910 1.049 0.983
C 3.083 2.355 1.212 -0.321 -1.003 -0.453
C 4.444 2.164 1.439 -0.155 -0.044 0.373
C 4.886 1.085 2.225 -0.553 0.197 -0.105
C 3.955 0.173 2.739 0.222 0.440 0.006
C 2.594 0.332 2.496 -0.226 0.322 -1.076
C 0.506 1.152 -0.530 5.333 0.588 3.354
C 0.909 2.316 -1.377 1.713 2.675 -0.775
N 1.402 3.265 -1.904 -2.096 -3.713 1.857
N -0.699 0.661 -0.654 -5.473 -2.705 -2.129
C -1.243 -0.499 -0.991 2.341 2.563 0.750
C -2.695 -0.473 -1.202 -0.720 -0.019 0.171
C -3.525 -1.599 -1.068 -0.518 -0.025 -0.071
C -4.924 -1.454 -1.189 0.467 0.024 0.039
C -5.466 -0.211 -1.554 -0.056 -0.220 0.131
C -4.627 0.884 -1.797 0.546 -0.279 0.409
C -3.249 0.766 -1.526 -1.205 0.198 -0.683
C -0.454 -1.716 -1.227 0.122 -0.673 -0.715
C -0.855 -2.663 -2.208 0.290 -0.122 0.643
C -0.136 -3.853 -2.369 0.072 0.337 0.065
C 1.012 -4.087 -1.596 -0.176 0.547 0.101
C 1.475 -3.096 -0.714 -0.339 -0.317 -0.157
C 0.744 -1.920 -0.535 0.047 -0.708 -0.088
H -0.103 -0.436 1.732 -0.055 0.187 0.093
H -0.140 0.746 3.052 -0.201 -0.071 0.077
H -1.288 0.888 1.697 -0.025 -0.069 0.074
H 0.860 3.760 0.795 -0.586 -1.097 0.593
H -0.772 3.057 0.941 0.110 0.051 0.214
H 0.220 3.345 2.436 -0.114 -0.241 -0.942
H 2.737 3.235 0.640 0.348 -0.775 0.335
H 5.149 2.884 1.016 -0.150 -0.240 0.325
H 5.934 1.017 2.500 -0.086 -0.195 -0.224
H 4.281 -0.661 3.351 0.073 0.140 0.072
H 1.864 -0.340 2.952 0.344 0.074 -0.244
H 1.389 0.521 -0.262 -0.316 0.044 -2.130
H -3.090 -2.593 -0.877 -0.305 0.668 0.098
H -5.579 -2.322 -0.996 0.430 0.620 -0.198
H -6.559 -0.099 -1.613 0.595 -0.072 -0.175
H -5.032 1.827 -2.180 0.131 -0.364 0.363
H -2.596 1.632 -1.620 -0.179 -0.320 -0.030
H -1.761 -2.491 -2.791 0.371 -0.008 0.147
H -0.478 -4.588 -3.109 0.197 0.289 0.405
H 1.532 -5.037 -1.667 0.014 0.157 -0.086
H 2.377 -3.257 -0.119 -0.282 0.010 -0.271
H 1.099 -1.198 0.186 -0.113 -0.213 0.009
```
Positions in Å, forces in eV/Å.

Computed properties:
charge: 0
Kohn-Sham gap: 7.64 eV
spin multiplicity: 1
SMILES: CC(C)(c1ccccc1)[C@H](C#N)N=C(c1ccccc1)c1ccccc1



Record 3
Formula: C24H22N3
Source: the OMol25 dataset
Level of theory: ωB97M-V/def2-TZVPD

```
49
Properties=species:S:1:pos:R:3:forces:R:3
C 4.634 -0.832 0.741 0.881 0.246 -0.044
N 3.209 -1.094 0.710 -1.181 1.886 -0.483
C 2.262 -0.142 0.522 1.135 -1.278 0.243
C 0.972 -0.750 0.520 -0.825 0.100 0.240
C -0.208 -0.025 0.391 0.512 -0.998 0.562
C -1.505 -0.689 0.433 -1.316 -1.333 0.740
C -1.749 -1.866 -0.321 0.113 0.217 -0.034
C -2.922 -2.607 -0.201 0.241 0.330 0.240
C -3.887 -2.302 0.769 0.549 0.496 -0.609
C -5.129 -3.129 0.878 -0.176 -0.006 0.200
C -3.642 -1.182 1.568 0.289 0.204 -0.048
C -2.504 -0.380 1.410 0.538 -0.292 -0.739
C 1.215 -2.196 0.800 0.843 -0.133 0.053
C 0.466 -3.335 1.084 -0.012 -0.829 0.208
C 1.092 -4.588 1.255 0.273 0.490 -0.062
C 2.486 -4.732 1.178 -0.230 1.058 -0.203
C 3.270 -3.585 0.994 -0.176 -0.097 -0.057
C 2.621 -2.357 0.844 -0.541 -0.519 -0.034
H 5.188 -1.779 0.822 -0.307 0.498 -0.030
H 4.939 -0.323 -0.187 -0.111 -0.245 0.356
H 4.901 -0.190 1.598 -0.200 -0.343 -0.325
H 2.520 0.919 0.432 -0.113 -0.523 -0.098
H -0.178 1.059 0.287 0.323 -0.399 0.036
H -0.963 -2.235 -0.980 -0.311 0.266 -0.121
H -3.091 -3.461 -0.845 0.148 -0.023 -0.026
H -5.809 -2.738 1.621 -0.102 0.153 0.256
H -5.686 -3.173 -0.054 0.099 0.100 -0.255
H -4.914 -4.157 1.152 0.186 -0.150 0.048
H -4.373 -0.937 2.330 0.124 0.114 0.064
H -2.312 0.426 2.108 -0.198 0.128 -0.059
H -0.605 -3.291 1.208 -0.006 0.023 -0.152
H 0.500 -5.481 1.443 -0.050 0.342 -0.015
H 2.950 -5.709 1.257 -0.044 0.136 0.046
H 4.355 -3.653 0.932 -0.285 -0.045 0.128
C 1.208 5.046 -3.569 -0.022 -0.831 0.193
C 0.950 3.772 -2.992 0.673 0.578 -0.821
C 0.319 3.711 -1.751 -1.223 1.376 1.013
C -0.204 4.928 -1.219 0.058 -0.251 0.067
C 0.063 6.183 -1.765 0.229 -0.053 -0.099
C 0.814 6.238 -2.948 -0.461 -0.201 0.864
N -0.990 4.559 -0.113 0.567 0.241 -0.673
C -0.901 3.206 0.011 0.812 0.553 -1.068
N -0.087 2.676 -0.904 -1.099 -0.279 0.458
H 1.736 5.140 -4.529 -0.302 -0.362 0.509
H 1.219 2.866 -3.545 0.038 0.334 0.359
H -0.279 7.077 -1.246 0.018 -0.049 -0.273
H 1.078 7.209 -3.372 -0.141 -0.388 0.059
H -1.512 5.202 0.468 0.082 -0.271 -0.109
H -1.516 2.702 0.774 0.699 0.032 -0.504
```
Positions in Å, forces in eV/Å.

Computed properties:
charge: +1
Kohn-Sham gap: 6.38 eV
spin multiplicity: 1



Record 4
Formula: C24H22O
Source: the OMol25 dataset
Level of theory: ωB97M-V/def2-TZVPD

```
47
Properties=species:S:1:pos:R:3:forces:R:3
C -2.251 -0.766 0.868 0.823 -0.042 -0.242
C -3.677 -0.655 0.891 -1.278 0.111 -0.073
C -4.376 -0.669 2.133 0.383 0.026 -0.470
C -5.759 -0.549 2.180 -0.060 -0.001 -0.255
C -6.500 -0.428 0.993 0.495 0.027 0.129
C -5.839 -0.448 -0.244 0.215 -0.030 0.123
C -4.454 -0.587 -0.304 0.074 0.105 0.540
C -1.476 -0.721 -0.291 -0.132 0.328 0.153
C -0.178 -1.213 -0.363 -0.128 0.373 0.343
C 0.561 -1.324 -1.589 0.458 0.003 -1.078
C 1.555 -2.325 -1.779 -0.434 0.335 0.252
C 2.149 -2.518 -3.022 -0.068 0.295 -0.139
C 1.814 -1.686 -4.104 -0.102 -0.027 0.482
C 0.875 -0.660 -3.925 -0.024 -0.043 0.255
C 0.262 -0.474 -2.688 0.036 -0.500 -0.006
H -1.737 -0.905 1.821 -0.035 -0.249 -0.181
H -3.790 -0.787 3.049 -0.241 0.138 -0.244
H -6.266 -0.544 3.147 0.126 -0.027 -0.310
H -7.583 -0.322 1.035 0.259 -0.030 -0.023
H -6.408 -0.350 -1.170 0.143 -0.114 0.287
H -3.950 -0.660 -1.270 -0.277 0.102 0.303
H -1.927 -0.294 -1.193 0.124 -0.488 0.269
H 0.257 -1.631 0.543 -0.002 0.080 -0.077
H 1.807 -2.970 -0.934 -0.026 0.165 -0.278
H 2.884 -3.315 -3.156 -0.244 0.291 0.068
H 2.292 -1.831 -5.072 -0.148 0.026 0.245
H 0.606 -0.006 -4.757 0.156 -0.191 0.245
H -0.479 0.315 -2.549 0.332 -0.158 -0.155
C -0.512 2.506 2.032 -0.225 0.032 0.120
C 0.643 1.531 1.901 0.471 -0.070 -0.616
C 1.699 2.035 1.081 -0.629 -0.228 -0.009
C 3.005 1.511 0.939 0.875 -0.319 -0.199
C 3.528 0.415 1.691 -0.040 0.126 -0.221
C 4.824 -0.045 1.468 -0.054 0.325 -0.334
C 5.637 0.561 0.492 -0.154 0.021 0.135
C 5.153 1.664 -0.234 0.003 -0.256 0.201
C 3.870 2.133 -0.011 -0.082 -0.296 0.258
O 0.631 0.411 2.446 -0.383 0.294 0.285
H -0.845 2.829 1.034 0.068 -0.049 0.275
H -1.345 2.045 2.563 0.003 0.008 0.008
H -0.177 3.398 2.583 -0.182 -0.223 -0.150
H 1.475 2.939 0.515 0.080 -0.083 0.184
H 2.875 -0.049 2.431 0.259 0.113 -0.220
H 5.214 -0.885 2.053 -0.163 0.303 -0.222
H 6.644 0.181 0.305 -0.302 0.144 0.081
H 5.788 2.154 -0.974 -0.147 -0.161 0.193
H 3.479 2.988 -0.564 0.177 -0.184 0.067
```
Positions in Å, forces in eV/Å.

Computed properties:
charge: 0
Kohn-Sham gap: 2.93 eV
spin multiplicity: 1